# C4H9N2

The ion C4H9N2 with charge +1 (ωB97M-V/def2-TZVPD, the OMol25 dataset).

Each line ends with the natural charge from an NBO analysis.
CARTESIAN COORDINATES (ANGSTROEM)
C (2.723, -0.463, 0.078)  -0.69
C (1.274, -0.236, -0.187)  0.34
N (0.587, 0.827, -0.040)  -0.47
C (-0.816, 0.789, -0.078)  0.22
N (-1.384, -0.313, 0.022)  -0.34
C (-2.758, -0.435, 0.097)  -0.42
H (3.002, 0.502, 0.661)  0.24
H (3.397, -0.599, -0.835)  0.30
H (2.869, -1.281, 0.659)  0.27
H (0.534, -1.092, -0.338)  0.26
H (1.111, 1.739, -0.037)  0.45
H (-1.312, 1.736, -0.177)  0.20
H (-3.004, -0.919, -0.802)  0.24
H (-2.983, -0.923, 1.006)  0.24
H (-3.239, 0.667, -0.028)  0.17

Forces on atoms 1 to 2 (eV/Å):
0.21 5.15 -1.84
-0.80 -3.26 0.07

The energy relative to the best compared isomer or geometry (same formula, charge and spin) comes out at 2.600 eV. Its net charge is +1. As for the HOMO-LUMO gap: 9.31 eV. Its SMILES is C/C=[NH+]/C=N/C. The HOMO energy comes out at -0.536 Eh.


# C4H9N2

A cluster of 2 separate species, C4H9N2 in total (ωB97M-V/def2-TZVPD, the OMol25 dataset).

Each line ends with the natural charge from an NBO analysis.
CARTESIAN COORDINATES (ANGSTROEM)
C (-2.559, 0.333, 0.038)  0.36
C (-0.028, -0.321, 0.012)  0.25
C (0.334, -1.025, 1.262)  -0.74
C (2.122, 0.788, -0.652)  -0.44
N (0.675, 0.437, -0.726)  -0.51
N (-3.396, -0.102, -0.684)  -0.51
H (-2.336, 0.829, 1.028)  0.27
H (1.312, -0.805, 1.590)  0.23
H (-0.112, -1.964, 1.081)  0.28
H (-0.360, -0.652, 2.008)  0.25
H (2.626, 0.538, -1.600)  0.24
H (2.259, 1.843, -0.416)  0.23
H (2.455, 0.151, 0.172)  0.21
H (0.271, 0.698, -1.591)  0.41
H (-3.263, -0.748, -1.522)  0.47

Forces on atoms 1 to 2 (eV/Å):
1.17 -0.69 1.12
-2.92 0.51 0.54

The energy relative to the best compared isomer or geometry (same formula, charge and spin) comes out at 5.103 eV. Its net charge is +1. As for the HOMO-LUMO gap (alpha / beta): 7.96 / 7.97 eV. The HOMO energy (alpha / beta) comes out at -0.470 / -0.471 Eh.


# C4H9N2

The ion C4H9N2 with charge +1 (ωB97M-V/def2-TZVPD, the OMol25 dataset).

Each line ends with the natural charge from an NBO analysis.
CARTESIAN COORDINATES (ANGSTROEM)
C (1.178, 1.248, -0.026)  -0.43
N (0.362, 0.104, 0.166)  -0.32
C (1.044, -1.156, 0.134)  -0.38
C (-0.903, 0.146, 0.088)  0.55
C (-2.288, -0.626, -0.025)  -0.19
N (-1.997, 0.790, -0.279)  -0.54
H (0.672, 2.162, 0.455)  0.24
H (1.245, 1.370, -1.170)  0.24
H (2.197, 0.990, 0.432)  0.25
H (1.650, -1.237, -0.708)  0.23
H (0.175, -1.891, 0.180)  0.23
H (1.640, -1.144, 0.978)  0.22
H (-2.406, -1.206, -0.872)  0.22
H (-2.724, -0.807, 0.950)  0.23
H (-2.509, 1.686, -0.277)  0.46

Forces on atoms 1 to 2 (eV/Å):
1.09 2.08 -0.67
-0.83 0.31 -0.08

The energy relative to the best compared isomer or geometry (same formula, charge and spin) comes out at 3.312 eV. Its net charge is +1. As for the HOMO-LUMO gap: 11.66 eV. Its SMILES is C[N+](C)=C1CN1. The HOMO energy comes out at -0.549 Eh.


# C4H9N2

The ion C4H9N2 with charge +1 (ωB97M-V/def2-TZVPD, the OMol25 dataset).

Each line ends with the natural charge from an NBO analysis.
CARTESIAN COORDINATES (ANGSTROEM)
C (0.803, 0.734, -1.267)  -0.60
C (0.102, 0.737, 0.107)  -0.34
C (0.918, 0.202, 1.418)  -0.55
C (-0.974, -0.205, -0.005)  0.60
N (-1.839, -1.010, -0.034)  -0.08
N (-2.595, -2.066, -0.077)  -0.56
H (1.327, -0.173, -1.655)  0.25
H (-0.144, 0.913, -1.962)  0.22
H (1.479, 1.611, -1.181)  0.25
H (-0.184, 1.831, 0.298)  0.29
H (1.002, -0.851, 1.375)  0.22
H (1.854, 0.711, 1.428)  0.25
H (0.268, 0.444, 2.209)  0.22
H (-2.765, -2.516, 0.769)  0.42
H (-3.104, -2.322, -0.817)  0.42

Forces on atoms 1 to 2 (eV/Å):
-1.56 0.74 -1.21
1.33 0.19 1.26

The energy relative to the best compared isomer or geometry (same formula, charge and spin) comes out at 3.770 eV. Its net charge is +1. As for the HOMO-LUMO gap: 11.52 eV. Its SMILES is CC(C)C#[N+]N. The HOMO energy comes out at -0.555 Eh.


# C4H9N2

A cluster of 2 separate species, C4H9N2 in total (ωB97M-V/def2-TZVPD, the OMol25 dataset).

Each line ends with the natural charge from an NBO analysis.
CARTESIAN COORDINATES (ANGSTROEM)
C (-2.227, 1.371, 0.569)  0.26
C (1.655, -0.744, 1.000)  -0.33
C (0.699, -0.253, 0.200)  0.12
C (-0.180, -1.198, -0.641)  -0.65
N (-3.259, 0.831, 0.458)  -0.64
N (0.551, 1.150, 0.009)  -0.71
H (2.332, -0.252, 1.667)  0.22
H (1.786, -1.713, 1.191)  0.22
H (-0.327, -0.698, -1.599)  0.22
H (-1.232, -1.465, -0.359)  0.25
H (0.292, -2.130, -0.615)  0.25
H (-4.258, 0.897, 0.401)  0.47
H (0.722, 1.250, -0.967)  0.43
H (1.202, 1.675, 0.542)  0.44
H (-0.395, 1.542, 0.236)  0.45

Forces on atoms 1 to 2 (eV/Å):
-1.12 -0.94 -0.20
-1.21 3.64 -0.49

The energy relative to the best compared isomer or geometry (same formula, charge and spin) comes out at 3.032 eV. Its net charge is +1. As for the HOMO-LUMO gap: 11.35 eV. The HOMO energy comes out at -0.530 Eh.


# C4H9N2

The ion C4H9N2 with charge +1 (ωB97M-V/def2-TZVPD, the OMol25 dataset).

Each line ends with the natural charge from an NBO analysis.
CARTESIAN COORDINATES (ANGSTROEM)
C (-0.430, 1.736, -0.107)  0.42
C (-1.238, 0.481, 0.128)  -0.60
C (-0.382, -0.753, 0.072)  0.15
C (0.456, -1.003, -1.120)  -0.70
N (0.602, 1.987, -0.649)  -0.60
N (0.305, -0.789, 1.439)  -0.69
H (-1.879, 0.441, 0.873)  0.24
H (-1.933, 0.376, -0.714)  0.30
H (-0.082, -1.428, -1.974)  0.28
H (1.300, -1.523, -0.706)  0.22
H (0.913, 0.010, -1.454)  0.24
H (1.110, 2.793, -0.789)  0.43
H (0.882, -1.603, 1.416)  0.45
H (-0.417, -0.767, 2.131)  0.44
H (0.792, 0.040, 1.454)  0.41

Forces on atoms 1 to 2 (eV/Å):
-0.40 0.07 0.47
1.55 -2.12 -4.47

The energy relative to the best compared isomer or geometry (same formula, charge and spin) comes out at 5.099 eV. Its net charge is +1. As for the HOMO-LUMO gap (alpha / beta): 7.07 / 8.87 eV. The HOMO energy (alpha / beta) comes out at -0.437 / -0.478 Eh.


# C4H9N2

A cluster of 2 separate species, C4H9N2 in total (ωB97M-V/def2-TZVPD, the OMol25 dataset).

Each line ends with the natural charge from an NBO analysis.
CARTESIAN COORDINATES (ANGSTROEM)
C (1.727, -0.169, -0.135)  0.19
C (-3.212, -0.721, -0.320)  -0.18
C (-2.422, -0.227, 0.787)  0.30
C (3.255, -0.026, 0.104)  -0.71
N (0.840, 0.760, -0.039)  -0.72
N (-2.436, 0.544, -0.212)  -0.37
H (-2.891, -1.541, -0.985)  0.24
H (-4.195, -0.588, -0.317)  0.21
H (1.458, -1.240, -0.294)  0.16
H (3.851, -0.963, 0.115)  0.24
H (3.395, 0.622, 0.971)  0.24
H (3.542, 0.555, -0.844)  0.24
H (1.247, 1.731, -0.056)  0.35
H (-2.231, 1.539, -0.522)  0.50
H (-1.927, -0.275, 1.750)  0.28

Forces on atoms 1 to 2 (eV/Å):
0.69 -0.16 1.25
2.94 -1.27 -1.35

The energy relative to the best compared isomer or geometry (same formula, charge and spin) comes out at 4.820 eV. Its net charge is +1. As for the HOMO-LUMO gap: 7.92 eV. The HOMO energy comes out at -0.485 Eh.


# C4H9N2

A cluster of 2 separate species, C4H9N2 in total (ωB97M-V/def2-TZVPD, the OMol25 dataset).

Each line ends with the natural charge from an NBO analysis.
CARTESIAN COORDINATES (ANGSTROEM)
C (2.711, -0.559, 1.256)  -0.45
C (2.078, -0.810, 0.145)  -0.01
C (-0.152, -0.181, -0.003)  0.49
C (-2.039, 0.942, -1.232)  -0.44
N (-0.805, -0.458, 1.077)  -0.77
N (-0.653, 0.348, -1.101)  -0.59
H (3.777, -0.716, 1.300)  0.28
H (2.211, -0.267, 2.251)  0.27
H (2.059, -1.045, -0.955)  0.26
H (-1.962, 1.629, -2.128)  0.25
H (-2.207, 1.508, -0.263)  0.21
H (-2.837, 0.185, -1.385)  0.24
H (-0.483, -1.091, 1.798)  0.44
H (-1.730, -0.153, 1.166)  0.40
H (0.031, 0.668, -1.926)  0.45

Forces on atoms 1 to 2 (eV/Å):
-1.41 0.08 1.14
-3.32 1.19 -1.85

The energy relative to the best compared isomer or geometry (same formula, charge and spin) comes out at 4.353 eV. Its net charge is +1. As for the HOMO-LUMO gap: 10.18 eV. The HOMO energy comes out at -0.528 Eh.